Computed, not measured: one molecule with the formula C3H7OP at a distorted geometry, with ωB97M-V/def2-TZVPD.

The expectation value of S² is 2.011. The calculation puts the gap between HOMO and LUMO (alpha / beta) at 6.42 / 7.76 eV. The value obtained for the electronic energy is -534.8876 a.u. Its HOMO energy (alpha / beta) is -5.431 / -9.995 eV.

The geometry in ORCA input format:
```
! wB97M-V def2-TZVPD RIJCOSX def2/J DEFGRID3
* xyz 0 3
C -0.847 0.444 -0.094
C 1.759 0.333 0.509
C 0.651 -0.485 -0.239
O -0.825 1.618 -0.064
P -2.456 -0.433 0.265
H 2.075 1.067 -0.214
H 2.730 -0.275 0.675
H 1.218 0.573 1.436
H 0.508 -1.556 0.036
H 0.830 -0.509 -1.215
H -3.263 0.532 -0.412
H -2.379 -1.307 -0.682
*
```